{"formula": "C2H2ClI", "method": "the ωB97M-V functional and the def2-TZVPD basis", "spin_multiplicity": 1, "smiles": "C#CCl.I", "e_tot_ha": -835.1984, "largest_force_ev_per_a": 0.78, "symbols": ["C", "C", "Cl", "H", "I", "H"], "xyz": [[-1.1389, -0.2166, -0.6119], [-0.7780, -0.8287, -1.5758], [-0.2433, -1.7076, -2.8458], [-1.4763, 0.3680, 0.1902], [2.2256, 0.5327, 2.2902], [1.4110, 1.8523, 2.5532]]}